No. 1
C13H14AlGeN5Se3Te | ωB97M-V with the def2-TZVPD basis set

Structure (XYZ):
```
38
Properties=species:S:1:pos:R:3
Al 0.977 -1.673 0.265
Se 1.461 -0.539 -1.784
Se 0.194 -2.146 -2.977
Te 0.412 -3.938 -1.230
Se -0.960 -2.809 0.601
N 4.577 -3.035 2.650
N 3.640 -2.099 2.485
N 3.608 -1.015 3.223
C 2.603 -0.323 2.716
N 2.058 -0.982 1.700
N 2.737 -2.136 1.555
H 5.023 -2.961 3.554
H 4.322 -3.928 2.258
H 2.272 0.635 3.077
Ge -0.211 1.389 -1.408
C -0.201 1.598 0.516
C -1.079 0.931 1.376
C -1.049 1.174 2.741
C -0.156 2.100 3.262
C 0.717 2.778 2.418
C 0.703 2.518 1.057
C -1.688 0.752 -2.448
C -1.675 1.087 -3.806
C -2.658 0.606 -4.657
C -3.664 -0.209 -4.157
C -3.688 -0.544 -2.808
C -2.702 -0.074 -1.960
H 0.622 2.473 -2.084
H -1.830 0.256 0.982
H -1.748 0.672 3.396
H -0.159 2.316 4.322
H 1.385 3.531 2.816
H 1.369 3.076 0.408
H -0.907 1.742 -4.203
H -2.648 0.877 -5.703
H -4.437 -0.578 -4.817
H -4.483 -1.168 -2.422
H -2.737 -0.354 -0.913
```

Values from the calculation:
Largest force on an atom   0.7 eV/A
LUMO energy   -7.13 eV
Net charge   +2
E_tot   -287589.64447 eV
Relative energy (zero: lowest compared OMol25 entry of this formula, charge and spin)   0.128 eV

---

No. 2
C13H14BNO2Y | ωB97M-V with the def2-TZVPD basis set

Structure (XYZ):
```
32
Properties=species:S:1:pos:R:3
C -0.824 1.036 -1.992
C 0.550 0.981 -2.371
C 1.277 1.847 -1.509
C 0.357 2.471 -0.618
C -0.937 1.953 -0.898
Y 0.048 -0.152 -0.188
N -1.203 -0.214 1.585
C 0.157 -2.715 -0.351
C 1.203 -2.342 -1.152
H 2.295 2.127 -1.627
H 0.965 0.492 -3.259
H 0.600 3.253 0.087
H -1.867 2.329 -0.457
H -1.655 0.603 -2.547
H 1.128 -2.495 -2.223
H -0.758 -3.113 -0.758
H -2.180 -0.349 1.591
H 2.212 -2.502 -0.794
H 0.337 -2.977 0.681
O 0.424 -0.977 3.443
B -0.390 0.005 2.725
O -0.192 1.261 3.475
C 0.297 0.907 4.666
C 0.184 1.587 5.885
C 0.392 0.908 7.070
C 0.764 -0.417 7.062
C 0.940 -1.098 5.862
C 0.682 -0.441 4.658
H -0.093 2.632 5.936
H 0.226 1.395 8.025
H 0.885 -0.940 8.011
H 1.243 -2.126 5.901
```

Values from the calculation:
Largest force on an atom   3.1 eV/A
LUMO energy (spin up / spin down)   3.10 / 3.19 eV
Net charge   -1
E_tot   -21013.86100 eV
Relative energy (zero: lowest compared OMol25 entry of this formula, charge and spin)   0.000 eV

---

No. 3
C13H14F6LiN3SbSeSi | ωB97M-V with the def2-TZVPD basis set

Structure (XYZ):
```
40
Properties=species:S:1:pos:R:3
Li -0.421 -0.952 -2.491
Se 1.570 -4.114 -2.114
N 3.153 -3.408 -1.614
C 3.017 -2.081 -1.650
C 3.981 -1.119 -1.317
C 3.630 0.227 -1.400
C 2.355 0.602 -1.794
N 1.394 -0.279 -2.115
C 1.720 -1.586 -2.064
N 0.788 -2.495 -2.363
H 4.968 -1.432 -1.006
H 4.353 0.997 -1.162
H 2.082 1.649 -1.850
C 0.541 -1.769 0.978
Si -0.925 -0.667 1.098
C -2.348 -1.415 2.000
C -0.547 1.091 1.491
C -1.545 1.951 1.961
C -1.259 3.276 2.249
C 0.031 3.757 2.071
C 1.033 2.918 1.606
C 0.747 1.593 1.318
H 0.825 -2.074 1.989
H 1.403 -1.285 0.518
H 0.321 -2.675 0.408
H -2.042 -1.608 3.032
H -2.618 -2.370 1.545
H -3.231 -0.779 2.018
H -2.556 1.587 2.097
H -2.039 3.932 2.610
H 0.255 4.792 2.297
H 2.038 3.295 1.467
H 1.539 0.954 0.947
F -1.538 -0.583 -0.559
Sb -3.350 -0.013 -1.604
F -3.851 -1.743 -1.135
F -4.830 0.375 -2.640
F -3.945 0.623 0.045
F -2.428 1.579 -1.878
F -2.272 -0.751 -2.991
```

Values from the calculation:
Largest force on an atom   0.2 eV/A
2S+1   2
LUMO energy (spin up / spin down)   -1.24 / -1.24 eV
Net charge   0
E_tot   -114455.81842 eV
⟨S²⟩   0.78

---

No. 4
C13H14HgN2 | ωB97M-V with the def2-TZVPD basis set

Structure (XYZ):
```
30
Properties=species:S:1:pos:R:3
Hg -0.005 -0.376 -1.079
C 0.243 -0.063 -3.394
H 1.331 0.158 -3.372
H -0.119 -1.107 -3.564
H -0.272 0.615 -4.081
H -0.721 1.046 -2.061
H -1.027 1.299 -1.478
C 0.010 2.421 4.888
C -0.367 2.815 3.585
C -0.199 1.949 2.516
C 0.355 0.659 2.734
C 0.753 0.268 4.031
C 0.574 1.151 5.097
N 0.468 -0.196 1.638
N 0.963 -1.354 1.958
C 1.064 -2.275 0.935
C 1.654 -3.544 1.248
C 1.795 -4.515 0.289
C 1.343 -4.271 -0.999
C 0.749 -3.045 -1.324
C 0.627 -2.033 -0.396
H -0.128 3.098 5.732
H -0.799 3.822 3.440
H -0.478 2.225 1.503
H 1.176 -0.699 4.169
H 0.876 0.836 6.108
H 1.977 -3.672 2.291
H 2.245 -5.445 0.543
H 1.436 -5.012 -1.759
H 0.357 -2.868 -2.354
```

Values from the calculation:
Largest force on an atom   4.5 eV/A
LUMO energy   -1.15 eV
Net charge   0
E_tot   -20856.60585 eV
Relative energy (zero: lowest compared OMol25 entry of this formula, charge and spin)   3.292 eV

---

No. 5
C13H14IN3NiS | ωB97M-V with the def2-TZVPD basis set

Structure (XYZ):
```
33
Properties=species:S:1:pos:R:3
C 2.222 2.638 0.860
C 3.185 1.590 0.332
H 1.751 3.177 0.015
H 2.786 3.412 1.406
H 1.448 2.200 1.511
H 2.757 0.920 -0.416
H 4.028 2.090 -0.158
H 3.649 0.966 1.107
C -2.471 1.209 -0.252
C -3.669 1.175 -0.936
C -3.857 0.165 -1.876
C -2.869 -0.764 -2.134
H -2.233 1.871 0.572
H -4.384 1.964 -0.732
H -4.800 0.129 -2.380
H -3.021 -1.579 -2.847
N -1.447 0.433 -0.636
C -1.615 -0.569 -1.533
C -0.439 -1.419 -1.741
N 0.756 -0.952 -1.292
C 1.817 -1.780 -1.237
C 0.517 -3.590 -2.139
C 1.713 -3.124 -1.575
H 2.720 -1.333 -0.799
H 2.577 -3.776 -1.422
C -0.572 -2.728 -2.247
H -1.494 -3.041 -2.761
H 0.459 -4.626 -2.463
Ni 0.394 1.106 -0.086
I 0.091 2.968 -1.778
S 0.400 -0.413 1.605
C -0.072 0.498 2.917
N -0.328 1.184 3.854
```

Values from the calculation:
Largest force on an atom   3.9 eV/A
2S+1   3
LUMO energy (spin up / spin down)   -0.94 / -0.94 eV
Net charge   0
E_tot   -78158.11829 eV
Relative energy (zero: lowest compared OMol25 entry of this formula, charge and spin)   0.462 eV
⟨S²⟩   2.01

---

No. 6
C13H14IN3PbSe | ωB97M-V with the def2-TZVPD basis set

Structure (XYZ):
```
33
Properties=species:S:1:pos:R:3
C 0.412 3.696 0.925
C 2.932 -0.072 -1.203
H 0.380 3.713 -0.173
H 1.382 3.416 1.357
H 0.181 4.707 1.284
H 2.382 -0.631 -1.970
H 3.775 0.458 -1.676
H 3.333 -0.761 -0.447
C -1.398 2.075 -1.839
C -2.716 2.001 -2.297
C -3.323 0.745 -2.410
C -2.584 -0.378 -2.046
H -0.888 3.042 -1.759
H -3.222 2.928 -2.562
H -4.342 0.635 -2.770
H -2.974 -1.392 -2.128
N -0.699 0.993 -1.453
C -1.286 -0.218 -1.541
C -0.503 -1.407 -1.093
N 0.283 -1.274 -0.009
C 0.941 -2.354 0.433
C 0.185 -3.705 -1.407
C 0.950 -3.583 -0.246
H 1.507 -2.229 1.362
H 1.549 -4.397 0.153
C -0.561 -2.606 -1.826
H -1.180 -2.609 -2.723
H 0.135 -4.639 -1.966
Pb 1.718 1.446 -0.284
I -1.134 2.479 1.785
Se 0.798 -0.803 4.040
C 1.674 0.068 2.783
N 2.296 0.656 1.948
```

Values from the calculation:
Largest force on an atom   3.0 eV/A
LUMO energy (spin up / spin down)   -11.59 / -11.58 eV
Net charge   +2
E_tot   -96852.54532 eV
Relative energy (zero: lowest compared OMol25 entry of this formula, charge and spin)   1.161 eV

---

No. 7
C13H14IN3STi | ωB97M-V with the def2-TZVPD basis set

Structure (XYZ):
```
33
Properties=species:S:1:pos:R:3
C 3.008 -1.774 -1.238
C 0.211 -3.271 -0.328
H 2.562 -1.560 -2.253
H 2.943 -2.884 -1.000
H 3.229 -1.123 -0.316
H -0.469 -2.687 -1.012
H 1.036 -3.806 -0.914
H 0.608 -3.105 0.725
C 1.789 1.977 -0.791
C 1.608 3.363 -0.792
C 0.350 3.880 -0.498
C -0.684 2.986 -0.196
H 2.747 1.525 -1.068
H 2.456 4.027 -1.035
H 0.165 4.958 -0.497
H -1.687 3.350 0.022
N 0.810 1.097 -0.473
C -0.420 1.594 -0.164
C -1.461 0.615 0.216
N -1.099 -0.711 0.200
C -1.990 -1.632 0.633
C -3.661 0.032 1.063
C -3.266 -1.305 1.084
H -1.641 -2.665 0.582
H -3.919 -2.104 1.439
C -2.757 0.982 0.610
H -3.032 2.039 0.569
H -4.657 0.320 1.400
Ti 1.030 -1.349 -0.582
I 0.145 -0.794 -3.075
S 2.436 -0.314 3.913
C 1.981 -0.686 2.450
N 1.628 -0.975 1.327
```

Values from the calculation:
Largest force on an atom   3.5 eV/A
LUMO energy (spin up / spin down)   -12.07 / -12.08 eV
Net charge   +2
E_tot   -60208.05280 eV

---

No. 8
C13H14N2O3S2 | ωB97M-V with the def2-TZVPD basis set

Structure (XYZ):
```
34
Properties=species:S:1:pos:R:3
C 2.427 -0.894 3.292
C 1.359 -1.876 2.831
O 0.311 -1.203 2.130
C -0.641 -0.625 2.861
O -0.710 -0.676 4.059
C -1.616 0.123 1.968
C -0.859 1.109 1.138
C -0.091 2.124 1.616
S 0.680 2.971 0.327
C -0.116 1.856 -0.788
N 0.113 1.989 -2.126
C -0.286 1.187 -3.178
O 0.024 1.501 -4.300
C -1.090 -0.040 -2.828
C -0.287 -1.021 -2.036
C 1.061 -1.187 -2.001
C 1.468 -2.244 -1.153
C 0.421 -2.868 -0.561
S -1.083 -2.173 -1.017
N -0.863 0.983 -0.216
H 2.806 -0.329 2.444
H 2.007 -0.204 4.020
H 3.247 -1.436 3.755
H 1.766 -2.589 2.112
H 0.932 -2.405 3.688
H -2.358 0.613 2.599
H -2.104 -0.584 1.297
H 0.068 2.418 2.633
H 0.679 2.783 -2.405
H -1.966 0.258 -2.249
H -1.421 -0.493 -3.768
H 1.747 -0.582 -2.567
H 2.495 -2.522 -1.002
H 0.429 -3.701 0.113
```

Values from the calculation:
Largest force on an atom   1.3 eV/A
LUMO energy   0.49 eV
Net charge   0
E_tot   -44502.03414 eV
SMILES   CCOC(=O)Cc1csc(NC(=O)Cc2cccs2)n1
Relative energy (zero: lowest compared OMol25 entry of this formula, charge and spin)   0.656 eV

---

No. 9
C13H14N3O4S2 | ωB97M-V with the def2-TZVPD basis set

Structure (XYZ):
```
36
Properties=species:S:1:pos:R:3
C -6.917 1.818 1.797
S -5.168 2.129 2.136
O -4.606 3.160 1.231
O -4.911 2.487 3.533
N -4.353 0.713 1.697
N -3.338 0.962 0.837
C -2.248 0.097 0.860
O -2.074 -0.983 1.455
C -0.985 0.543 0.194
C -0.624 1.841 0.073
C 0.673 2.160 -0.395
C 1.358 1.155 -0.964
N 1.087 -0.145 -0.938
C 1.985 -1.277 -1.397
C 3.294 -1.527 -0.450
O 3.422 -0.888 0.557
C 4.449 -2.332 -0.958
C 5.616 -1.637 -1.100
C 6.557 -2.472 -1.831
C 6.130 -3.795 -2.071
S 4.353 -3.922 -1.791
C -0.091 -0.484 -0.296
H -7.449 2.549 2.449
H -7.185 0.789 2.094
H -7.139 1.989 0.728
H -4.004 0.211 2.540
H -3.389 1.781 0.281
H -1.246 2.763 0.371
H 1.074 3.198 -0.429
H 2.231 1.425 -1.467
H 2.399 -1.112 -2.368
H 1.370 -2.169 -1.371
H 5.798 -0.633 -0.694
H 7.573 -2.205 -1.982
H 6.624 -4.758 -2.327
H -0.265 -1.434 -0.005
```

Values from the calculation:
Largest force on an atom   4.9 eV/A
LUMO energy   -4.42 eV
Net charge   +1
E_tot   -48028.54727 eV
SMILES   CS(=O)(=O)NNC(=O)c1ccc[n+](CC(=O)c2cccs2)c1

---

No. 10
C13H14NO | ωB97M-V with the def2-TZVPD basis set

Structure (XYZ):
```
29
Properties=species:S:1:pos:R:3
C 2.278 -1.374 -0.844
N 1.759 -0.553 0.334
C 2.419 0.772 0.499
C 1.754 1.945 -0.281
C 0.384 2.289 0.255
O 0.108 3.384 0.684
C -0.444 1.104 0.232
C 0.306 -0.427 0.408
C -0.749 -1.386 0.167
C -1.983 -0.618 0.096
C -3.205 -1.158 -0.163
C -4.362 -0.290 -0.017
C -4.177 1.071 0.011
C -2.932 1.608 0.143
C -1.767 0.849 0.162
H 3.363 -1.571 -0.492
H 1.716 -2.304 -1.050
H 2.306 -0.767 -1.724
H 1.964 -1.265 1.075
H 3.408 0.759 -0.089
H 2.621 0.979 1.568
H 1.655 1.568 -1.261
H 2.460 2.756 -0.197
H -0.878 -2.154 0.924
H -0.562 -1.937 -0.687
H -3.303 -2.140 -0.516
H -5.304 -0.852 -0.186
H -5.111 1.731 0.273
H -2.972 2.727 0.055
```

Values from the calculation:
Largest force on an atom   7.7 eV/A
LUMO energy (spin up / spin down)   -4.73 / -4.43 eV
Net charge   +1
E_tot   -17234.95561 eV
SMILES   C[N@H+]1CCC(=O)C2=C1Cc1ccccc12
Relative energy (zero: lowest compared OMol25 entry of this formula, charge and spin)   2.440 eV

---

No. 11
C13H14NO5 | ωB97M-V with the def2-TZVPD basis set

Structure (XYZ):
```
33
Properties=species:S:1:pos:R:3
C 2.013 3.115 -2.446
C 0.795 3.560 -2.175
C -0.463 2.744 -2.386
C -0.588 1.664 -1.340
C -0.047 0.454 -1.473
C -0.162 -0.570 -0.414
O 0.121 -1.725 -0.607
C -0.657 -0.084 0.933
N -0.490 -0.997 1.945
C 0.589 -1.190 2.585
C 1.169 -2.574 2.655
C 1.345 -0.072 3.270
C -1.217 1.133 1.053
C -1.342 2.029 -0.096
O -2.007 3.055 -0.055
H 2.874 3.733 -2.233
H 2.182 2.149 -2.905
H 0.656 4.550 -1.754
H -1.331 3.391 -2.293
H -0.443 2.269 -3.367
H 0.501 0.197 -2.370
H 2.018 -2.623 3.336
H 0.420 -3.288 2.996
H 1.495 -2.832 1.648
H 1.916 0.471 2.507
H 2.041 -0.443 4.016
H 0.648 0.649 3.686
H -1.571 1.469 2.018
C -2.488 -3.994 -1.559
O -2.125 -2.820 -1.789
O -1.509 -4.744 -0.825
O -3.517 -4.606 -1.844
H -0.825 -4.071 -0.716
```

Values from the calculation:
Largest force on an atom   1.9 eV/A
LUMO energy   1.53 eV
Net charge   -1
E_tot   -25434.88915 eV

---

No. 12
C13H15BCoN8O3S | ωB97M-V with the def2-TZVPD basis set

Structure (XYZ):
```
42
Properties=species:S:1:pos:R:3
Co -0.179 -0.943 -1.538
C 0.094 3.070 -2.067
C -0.009 1.766 -2.534
N -0.086 0.927 -1.502
N -0.024 1.654 -0.365
C 0.082 2.950 -0.692
B -0.019 0.872 0.973
N -1.258 -0.059 0.883
C -2.290 -0.218 1.716
C -3.152 -1.155 1.171
C -2.561 -1.531 -0.026
N -1.419 -0.858 -0.184
N 1.221 -0.045 0.931
C 2.272 -0.170 1.756
C 3.096 -1.162 1.263
C 2.471 -1.605 0.099
N 1.349 -0.921 -0.078
N -0.060 1.636 2.273
C -0.059 2.939 2.655
C -0.076 2.988 4.029
C -0.097 1.644 4.428
N -0.090 0.866 3.376
H 0.166 3.969 -2.643
H -0.022 1.403 -3.542
H 0.151 3.731 0.036
H -2.354 0.317 2.641
H -4.076 -1.502 1.584
H -2.891 -2.247 -0.753
H 2.379 0.438 2.628
H 4.015 -1.512 1.681
H 2.772 -2.368 -0.593
H -0.054 3.751 1.961
H -0.070 3.852 4.659
H -0.124 1.225 5.412
C -0.346 -3.303 -4.462
S 0.591 -2.715 -3.056
O 1.814 -3.421 -2.931
O 0.732 -1.216 -3.164
O -0.320 -2.784 -1.857
H 0.346 -3.538 -5.260
H -1.043 -2.532 -4.763
H -0.874 -4.193 -4.144
```

Values from the calculation:
Largest force on an atom   3.0 eV/A
LUMO energy (spin up / spin down)   -5.72 / -5.58 eV
Net charge   +1
E_tot   -80922.14932 eV
Relative energy (zero: lowest compared OMol25 entry of this formula, charge and spin)   0.547 eV